Computed, not measured: 2 unconnected molecules or ions with the total composition C2H6ClNO at a distorted geometry, with ωB97M-V/def2-TZVPD.

Last columns: bonded neighbours and bond lengths (Å).
Cartesian coordinates (Å):
1 H 0.024 -0.737 1.738  N2 0.966
2 N 0.250 -1.110 0.876  H1 0.966, C3 1.350
3 C -0.598 -0.571 -0.026  N2 1.350, C4 1.431, H5 1.171
4 C -1.388 0.614 0.113  C3 1.431, H6 1.086, H7 1.096, H8 1.138
5 H -0.575 -1.030 -1.103  C3 1.171
6 H -2.420 0.375 0.350  C4 1.086
7 H -0.924 1.353 0.775  C4 1.096
8 H -1.323 1.059 -0.933  C4 1.138
9 O 1.855 0.094 -0.619  Cl10 1.783, H11 1.114
10 Cl 3.051 -0.964 0.173  O9 1.783
11 H 2.048 0.917 -1.344  O9 1.114

Results
F_max	0.125	hartree/bohr
SMILES string	[H]/N=C\C.OCl
energy above the lowest of the compared OMol25 structures with the same formula, charge and spin	451.1	kJ/mol
HOMO-LUMO gap	8.97	eV
total charge	0

These are the Löwdin partial charges, in e, on atoms 1 to 8: -0.0019, 0.0289, -0.3163, -0.1199, 0.1289, 0.0789, 0.0854, 0.0974